1.
{"formula": "C17H23Br2F6N3OSTm", "method": "wB97M-V/def2-TZVPD", "species": ["C", "C", "N", "F", "Br", "H", "C", "H", "H", "H", "H", "C", "N", "H", "F", "H", "H", "H", "Tm", "C", "H", "H", "H", "C", "O", "H", "C", "H", "H", "H", "C", "C", "C", "N", "H", "C", "H", "F", "C", "F", "C", "C", "H", "H", "C", "S", "H", "C", "C", "F", "H", "Br", "F", "H"], "coordinates": [[1.833, 2.357, 1.570], [0.519, 4.016, 2.624], [0.759, 3.199, 1.570], [-1.795, 2.164, -2.535], [-3.466, 0.417, -0.178], [-0.940, 3.935, 0.662], [1.353, 4.091, 3.701], [-0.127, -4.380, -1.496], [1.741, -4.004, -0.054], [3.203, 3.342, 4.526], [0.381, 3.474, -0.440], [-1.125, -3.774, 1.604], [-0.218, -4.289, 0.580], [-2.026, -2.182, -1.067], [-1.525, 2.027, -4.683], [-1.346, 1.786, 2.847], [1.487, -3.839, 1.683], [-2.076, -4.305, 1.511], [-0.768, 0.836, 0.002], [-0.173, 0.581, -3.277], [0.916, -1.090, -4.048], [-0.841, -1.303, -4.033], [-0.381, 4.606, 2.538], [-0.192, 3.170, 0.443], [-0.157, 0.164, -1.988], [-0.409, -2.064, -1.739], [-1.314, -2.247, 1.460], [3.597, 1.805, 2.621], [-0.970, -1.737, 2.354], [-2.354, -1.970, 1.286], [-1.510, 1.309, -3.539], [-0.793, -3.979, -0.728], [1.003, 1.552, -3.528], [-0.525, -1.737, 0.312], [-0.081, -0.311, -5.296], [2.511, 3.305, 3.695], [-1.746, -4.506, -0.811], [1.135, 1.909, -4.828], [-0.036, -0.602, -4.246], [2.160, 0.977, -3.176], [1.067, -3.599, 0.704], [-1.152, 0.774, 2.471], [-2.019, 0.177, 2.762], [1.107, 4.749, 4.521], [-0.981, -2.455, -0.901], [2.039, 1.220, 0.314], [-0.706, -4.019, 2.583], [0.899, -2.069, 0.538], [2.741, 2.462, 2.646], [0.884, 2.689, -2.825], [1.463, -1.692, -0.318], [0.241, 0.139, 3.803], [-2.526, 0.443, -3.616], [1.236, -1.521, 1.419]], "nbo_charge": [0.10, 0.07, -0.30, -0.30, -0.62, 0.19, -0.29, 0.19, 0.19, 0.21, 0.22, -0.25, -0.42, 0.23, -0.33, 0.18, 0.20, 0.19, 1.69, 0.12, 0.22, 0.23, 0.21, -0.78, -0.91, 0.23, -0.28, 0.23, 0.24, 0.23, 0.96, -0.25, 0.96, -0.48, 0.22, -0.16, 0.19, -0.34, -0.64, -0.32, -0.25, -0.97, 0.19, 0.22, -0.27, -0.27, 0.19, -0.26, -0.23, -0.32, 0.22, -0.18, -0.31, 0.24], "lumo_ev": [2.7, 2.7], "multiplicity": 3, "charge": -1, "e_tot_ev": -221280.8089}

2.
{"formula": "C17H23F2N3O2", "method": "wB97M-V/def2-TZVPD", "species": ["H", "F", "H", "O", "N", "H", "C", "H", "N", "H", "F", "H", "H", "C", "H", "C", "H", "N", "C", "H", "C", "H", "O", "H", "C", "C", "C", "H", "H", "C", "H", "H", "C", "H", "H", "C", "H", "H", "C", "H", "H", "C", "C", "C", "H", "C", "C"], "coordinates": [[-2.078, 4.470, -0.643], [3.961, -0.838, -0.790], [1.793, -4.563, -2.496], [-0.338, -4.449, -2.484], [-0.625, 2.179, -0.061], [-2.879, 3.141, 0.215], [2.888, 1.221, -0.540], [0.361, -5.374, -0.815], [-1.671, -3.720, 0.810], [-1.332, -5.468, -1.044], [2.294, -2.094, -2.873], [-0.575, -0.312, -0.105], [1.962, -4.178, -0.015], [-2.171, 3.966, 0.341], [-1.324, 2.176, 2.397], [1.235, -2.298, -0.718], [-3.172, 3.622, 2.983], [0.019, -2.601, 0.069], [2.366, -3.165, -0.125], [-3.805, 5.125, 1.166], [-0.506, -4.791, -1.106], [-1.559, -3.081, 1.562], [-1.155, 4.132, 3.044], [3.844, 1.742, -0.666], [1.511, -0.764, -0.483], [-2.534, 4.479, 2.816], [-2.725, 4.950, 1.368], [-2.359, -4.487, 0.848], [0.036, 4.091, 0.552], [0.954, -3.905, -2.791], [1.049, -3.836, -3.872], [0.314, -1.854, -2.646], [2.818, -0.157, -0.606], [-1.440, 1.591, -0.128], [-2.852, 5.271, 3.487], [0.566, 1.471, -0.168], [0.323, 2.876, 2.435], [3.226, -3.198, -0.827], [1.148, -2.488, -2.277], [1.923, 3.099, -0.271], [-2.223, 5.942, 1.224], [-0.782, 3.404, 0.772], [-0.717, 3.063, 2.227], [0.427, 0.094, -0.251], [2.696, -2.829, 0.874], [1.812, 2.012, -0.276], [-0.706, -3.667, -0.112]], "nbo_charge": [0.22, -0.33, 0.17, -0.51, -0.61, 0.19, -0.28, 0.19, -0.79, 0.20, -0.35, 0.22, 0.19, -0.40, 0.16, 0.04, 0.16, -0.54, -0.62, 0.21, -0.14, 0.41, -0.53, 0.22, -0.07, -0.07, -0.43, 0.39, 0.20, -0.10, 0.21, 0.17, 0.42, 0.38, 0.20, 0.13, 0.20, 0.23, 0.18, 0.21, 0.20, -0.06, -0.08, -0.19, 0.23, -0.26, 0.42], "lumo_ev": 0.7, "smiles": "C[C@]1(c2cc(N[C@H]3CCCOC3)ccc2F)N=C(N)COC[C@@H]1F", "e_tot_ev": -32001.0468}

3.
{"formula": "C17H23F2N4O2S2", "method": "wB97M-V/def2-TZVPD", "species": ["H", "H", "H", "F", "C", "C", "H", "O", "C", "C", "C", "C", "N", "C", "H", "F", "H", "H", "C", "C", "N", "H", "H", "N", "H", "C", "C", "N", "H", "H", "H", "H", "H", "H", "H", "H", "H", "S", "H", "C", "C", "C", "H", "S", "O", "H", "C", "C", "H", "C"], "coordinates": [[-5.100, 2.906, 2.922], [-2.812, 0.106, -0.012], [1.101, 0.531, 1.254], [6.651, -4.024, -2.357], [-2.145, 2.907, 1.902], [-5.377, 2.343, 2.025], [-1.101, -0.367, 1.854], [6.081, -4.378, -0.026], [-3.352, 0.773, 2.489], [3.467, -2.214, -2.774], [-2.591, 1.174, 0.098], [-4.815, 0.934, 2.058], [1.185, -2.302, -4.445], [1.308, -2.156, -0.236], [-0.697, 0.958, 2.976], [5.751, 0.375, -1.521], [4.956, -0.976, -4.669], [0.575, -2.168, 0.684], [-1.447, 1.575, -0.824], [4.052, -2.146, -1.244], [-2.266, 1.414, 1.576], [-1.977, 3.014, 2.977], [-4.990, 0.447, 1.092], [-0.689, -2.324, -2.295], [-3.193, 1.162, 3.502], [-0.930, 0.713, 1.933], [6.102, -3.516, -1.076], [5.506, -2.149, -0.828], [-5.416, 0.365, 2.779], [-5.045, 2.890, 1.141], [-3.056, 3.420, 1.603], [0.484, 2.165, 1.153], [-1.714, 1.320, -1.856], [-0.248, -0.200, -0.637], [-6.470, 2.306, 1.975], [-3.486, 1.753, -0.152], [-3.139, -0.303, 2.513], [4.621, -2.291, -4.250], [3.317, -2.065, 1.115], [6.305, -1.029, -1.454], [2.939, -2.116, 0.001], [0.743, -2.237, -1.786], [-1.306, 3.337, 1.353], [-0.552, -2.384, -4.067], [7.522, -1.179, -2.045], [0.662, 1.234, -1.102], [1.828, -2.252, -3.058], [-0.148, 0.877, -0.457], [-1.304, 2.662, -0.806], [0.208, 1.115, 1.002]], "nbo_charge": [0.21, 0.23, 0.25, -0.30, -0.42, -0.62, 0.22, -0.47, -0.20, -0.12, -0.21, -0.43, -0.49, -0.26, 0.23, -0.34, 0.19, 0.25, -0.43, 0.11, -0.22, 0.23, 0.22, -0.58, 0.22, -0.20, 0.96, -0.55, 0.25, 0.20, 0.24, 0.21, 0.25, 0.22, 0.24, 0.23, 0.23, 0.02, 0.26, 0.95, -0.17, 0.11, 0.23, 0.83, -0.50, 0.24, 0.10, -0.40, 0.21, -0.44], "lumo_ev": -4.6, "charge": 1, "e_tot_ev": -55143.4345}